(1)
Computed, not measured: C24H25AsIN4O7S2Sn as an isolated structure, with the ωB97M-V functional and the def2-TZVPD basis.

```
! RIJCOSX wB97M-V def2-TZVPD def2/J DEFGRID3
* xyz -1 1
Sn -0.340 0.915 0.509
C 0.826 4.515 0.643
N 0.820 3.750 1.850
C 1.290 4.128 3.078
C 1.131 3.133 3.965
N 0.542 2.063 3.261
C 0.119 2.512 1.953
S -1.777 2.657 1.838
C 0.402 0.777 3.622
C 0.697 0.294 4.916
C 0.540 -1.045 5.158
C 0.105 -1.910 4.147
C -0.160 -1.360 2.917
N -0.042 -0.054 2.659
H 1.642 5.238 0.665
H -0.121 5.044 0.480
H 0.990 3.847 -0.209
H 1.739 5.094 3.239
H 1.405 3.082 5.001
H 1.041 0.969 5.684
H 0.770 -1.434 6.143
H 0.008 -2.973 4.302
H -0.471 -1.974 2.079
O 2.136 -0.090 -4.185
As 1.669 -0.498 -2.516
O 1.369 0.948 -1.822
O 0.273 -1.498 -2.833
C 3.204 -1.625 -2.151
C 3.990 -2.028 -3.220
C 5.122 -2.803 -2.988
C 5.472 -3.155 -1.697
C 4.687 -2.747 -0.625
C 3.557 -1.986 -0.855
S 2.465 -1.530 0.484
O 2.623 -2.513 1.530
O 2.790 -0.167 0.851
O 1.192 -1.615 -0.253
H 1.848 0.824 -4.307
H 3.728 -1.734 -4.225
H 5.728 -3.128 -3.824
H 6.353 -3.760 -1.520
H 4.925 -3.033 0.391
C -0.965 -0.797 -3.042
C -2.102 -1.506 -2.358
C -3.382 -1.420 -2.894
C -4.464 -1.994 -2.242
C -4.274 -2.658 -1.039
C -2.995 -2.756 -0.506
C -1.910 -2.189 -1.161
H -0.903 0.224 -2.654
H -1.151 -0.750 -4.119
H -3.535 -0.886 -3.825
H -5.456 -1.913 -2.668
H -5.117 -3.098 -0.522
H -2.839 -3.276 0.432
H -0.909 -2.263 -0.755
N -3.618 3.612 -0.921
C -3.329 2.311 -1.208
O -2.487 1.982 -2.019
C -4.091 1.255 -0.442
I -6.188 1.290 -0.872
H -2.886 4.240 -1.220
H -3.957 3.794 0.011
H -3.998 1.389 0.633
H -3.732 0.276 -0.742
*
```

Computed properties:
- ΔE to the lowest compared entry with this formula, charge and spin: 1.445 eV
- Calculated total energy: -5219.530386 Ha
- E_HOMO: -3.524 eV
- LUMO: 0.0785 Ha



(2)
Computed, not measured: C24H25BF3NO5PSTa as an isolated structure, with the ωB97M-V functional and the def2-TZVPD basis.

```
! RIJCOSX wB97M-V def2-TZVPD def2/J DEFGRID3
* xyz 2 1
Ta -0.299 0.094 0.383
F -3.541 -2.978 -2.176
C -4.383 -2.609 -1.207
F -4.395 -3.563 -0.272
F -5.607 -2.513 -1.729
C -3.980 -1.286 -0.580
C -4.959 -0.497 0.000
C -4.646 0.699 0.654
C -3.335 1.066 0.751
N -2.368 0.299 0.178
C -2.660 -0.845 -0.505
S -1.219 -1.624 -1.151
H -5.992 -0.819 -0.060
H -5.417 1.315 1.092
H -3.002 1.955 1.269
C 2.748 -2.809 0.474
C 2.441 -1.395 0.925
C 3.680 -0.545 1.138
O 1.566 -0.733 -0.083
C 1.596 -1.403 2.191
O 1.823 -1.836 3.252
O 0.355 -0.744 1.906
H 3.441 -2.795 -0.368
H 1.843 -3.348 0.192
H 3.223 -3.339 1.299
H 4.299 -0.567 0.240
H 4.253 -0.969 1.963
H 3.420 0.485 1.376
H 2.022 -0.702 -0.942
C -0.232 0.459 -3.460
P 0.171 1.329 -1.926
C -0.726 2.897 -2.066
C 1.933 1.706 -2.048
C 2.445 2.895 -1.538
C 3.812 3.134 -1.572
C 4.673 2.192 -2.115
C 4.169 1.008 -2.639
C 2.804 0.764 -2.607
H 0.245 -0.518 -3.513
H 0.101 1.074 -4.297
H -1.309 0.308 -3.527
H -0.299 3.466 -2.893
H -0.671 3.478 -1.151
H -1.772 2.685 -2.292
H 1.790 3.652 -1.120
H 4.200 4.065 -1.181
H 5.736 2.388 -2.150
H 4.836 0.289 -3.098
H 2.421 -0.139 -3.077
O -0.135 3.261 1.072
B 0.656 2.122 1.007
O 1.918 2.346 1.502
C 1.933 3.690 1.867
C 2.973 4.418 2.401
C 2.698 5.754 2.676
C 1.444 6.312 2.427
C 0.403 5.561 1.889
C 0.696 4.244 1.619
H 3.938 3.975 2.602
H 3.474 6.374 3.102
H 1.274 7.353 2.661
H -0.573 5.985 1.700
*
```

Computed properties:
- ΔE to the lowest compared entry with this formula, charge and spin: 0.829 eV
- Calculated total energy: -2481.157536 Ha
- E_HOMO: -14.083 eV
- LUMO: -0.2854 Ha



(3)
Computed, not measured: C24H25Br2N5O2Ti as an isolated structure, with the ωB97M-V functional and the def2-TZVPD basis.

```
! RIJCOSX wB97M-V def2-TZVPD def2/J DEFGRID3
* xyz 2 1
Ti -0.232 0.356 -0.075
C 3.766 -0.779 -0.476
C 2.894 0.270 0.141
C 2.696 0.338 1.521
C 1.849 1.280 2.086
C 1.175 2.194 1.278
C 1.428 2.197 -0.098
C 2.254 1.225 -0.658
H 4.782 -0.393 -0.584
H 3.408 -1.058 -1.466
H 3.815 -1.673 0.144
H 3.203 -0.375 2.161
H 1.690 1.294 3.157
H 0.539 2.952 1.718
H 1.033 2.984 -0.721
H 2.428 1.228 -1.727
Br -3.749 0.921 0.810
C -3.282 -0.647 -0.089
C -4.295 -1.524 -0.463
C -3.967 -2.662 -1.171
C -2.637 -2.896 -1.510
C -1.711 -1.967 -1.117
N -2.008 -0.862 -0.400
C -0.278 -2.076 -1.498
O 0.243 -3.009 -2.000
O 0.386 -0.899 -1.188
H -5.319 -1.294 -0.207
H -4.743 -3.351 -1.477
H -2.317 -3.756 -2.081
C 0.725 -1.899 5.855
C -0.741 -1.505 6.002
C -0.909 -0.010 6.243
C -1.581 -2.006 4.835
N -1.064 -1.547 3.512
C -0.184 -2.132 2.688
N 0.053 -1.308 1.695
N -0.722 -0.241 1.940
N -1.413 -0.370 3.012
H 1.269 -1.690 6.775
H 1.214 -1.322 5.062
H 0.853 -2.964 5.642
H -1.153 -2.044 6.860
H -0.570 0.577 5.384
H -0.316 0.304 7.101
H -1.948 0.256 6.441
H -2.609 -1.654 4.877
H -1.584 -3.094 4.780
H 0.249 -3.106 2.845
Br -3.102 4.482 -4.421
C -2.312 3.300 -3.220
C -2.199 3.665 -1.882
C -1.608 2.782 -0.996
C -1.137 1.535 -1.429
C -1.263 1.189 -2.780
C -1.844 2.070 -3.674
H -2.564 4.625 -1.544
H -1.527 3.085 0.045
H -0.901 0.241 -3.156
H -1.932 1.810 -4.719
*
```

Computed properties:
- ΔE to the lowest compared entry with this formula, charge and spin: 0.117 eV
- Calculated total energy: -7350.805462 Ha
- E_HOMO: -14.067 eV
- LUMO: -0.2782 Ha



(4)
Computed, not measured: C24H25BrN4O3 in the gas phase, with the ωB97M-V functional and the def2-TZVPD basis.

```
! RIJCOSX wB97M-V def2-TZVPD def2/J DEFGRID3
* xyz 0 1
C 4.172 -0.046 -1.316
N 3.237 -0.054 -2.422
C 3.728 -0.883 -3.503
C 1.850 -0.364 -2.064
C 1.260 0.790 -1.224
N -0.176 0.970 -1.356
C -0.983 -0.121 -0.832
C -0.936 -0.114 0.698
O -1.038 -1.104 1.379
N -0.825 1.169 1.162
C -0.819 1.640 2.450
C -0.907 0.793 3.562
C -0.895 1.303 4.841
C -0.794 2.676 5.038
N -0.779 3.214 6.370
O -0.851 2.430 7.292
O -0.695 4.419 6.489
C -0.708 3.544 3.954
C -0.721 3.024 2.681
Br -0.608 4.223 1.202
C -2.448 0.059 -1.167
C -3.267 -1.058 -1.271
C -4.616 -0.911 -1.541
C -5.157 0.352 -1.710
C -4.345 1.468 -1.603
C -2.997 1.325 -1.326
C 1.675 -1.732 -1.437
C 1.963 -1.986 -0.099
C 1.825 -3.259 0.424
C 1.406 -4.304 -0.379
C 1.125 -4.069 -1.714
C 1.261 -2.795 -2.235
H 3.806 0.608 -0.529
H 4.358 -1.046 -0.898
H 5.119 0.355 -1.677
H 3.832 -1.943 -3.226
H 4.705 -0.510 -3.808
H 3.052 -0.808 -4.353
H 1.307 -0.360 -3.021
H 1.732 1.717 -1.558
H 1.479 0.651 -0.164
H -0.412 1.129 -2.331
H -0.657 -1.117 -1.166
H -0.706 1.848 0.407
H -0.986 -0.268 3.391
H -0.963 0.652 5.699
H -0.633 4.607 4.128
H -2.843 -2.042 -1.133
H -5.244 -1.785 -1.621
H -6.210 0.466 -1.923
H -4.762 2.456 -1.731
H -2.370 2.201 -1.247
H 2.287 -1.188 0.552
H 2.045 -3.432 1.467
H 1.297 -5.296 0.032
H 0.797 -4.877 -2.351
H 1.031 -2.618 -3.278
*
```

Computed properties:
- ΔE to the lowest compared entry with this formula, charge and spin: 0.000 eV
- Calculated total energy: -3948.241543 Ha
- E_HOMO: -8.753 eV
- Structure (SMILES): CN(C)[C@H](CN[C@@H](C(=O)Nc1ccc([N+](=O)[O-])cc1Br)c1ccccc1)c1ccccc1
- LUMO: -0.0181 Ha